{"formula": "C16H32CaN4O3Sb", "method": "ωB97M-V/def2-TZVPD", "elements": ["Ca", "O", "N", "C", "C", "C", "C", "C", "H", "H", "H", "H", "H", "O", "N", "C", "N", "C", "N", "O", "H", "H", "H", "H", "H", "H", "C", "C", "C", "Sb", "C", "C", "C", "C", "C", "C", "H", "H", "H", "H", "H", "H", "H", "H", "H", "H", "H", "H", "H", "H", "H", "H", "H", "H", "H", "H", "H"], "coordinates": [[0.640, -0.115, -1.240], [-0.550, -1.627, -2.197], [-1.344, -2.592, -2.636], [-2.247, -2.312, -3.593], [-3.085, -3.295, -4.067], [-2.993, -4.579, -3.553], [-2.052, -4.841, -2.568], [-1.234, -3.828, -2.122], [-2.247, -1.289, -3.937], [-3.801, -3.045, -4.837], [-3.642, -5.364, -3.914], [-1.943, -5.827, -2.140], [-0.476, -3.946, -1.363], [-0.359, 1.701, -4.049], [-0.142, 1.844, -2.943], [4.372, 0.398, -3.481], [4.808, 0.727, -2.131], [3.984, 0.722, -1.083], [4.473, 1.058, 0.122], [2.768, 0.411, -1.212], [5.254, 0.237, -4.093], [3.784, 1.205, -3.917], [3.787, -0.519, -3.473], [5.760, 1.025, -2.001], [5.442, 1.279, 0.273], [3.855, 1.044, 0.914], [0.306, -1.322, 3.698], [0.427, 0.178, 3.454], [1.873, 0.650, 3.555], [-0.431, 0.787, 1.560], [-2.475, 0.110, 1.782], [-3.468, 0.879, 0.918], [-2.495, -1.374, 1.411], [-0.285, 2.936, 1.834], [0.976, 3.407, 1.109], [-1.503, 3.729, 1.377], [0.788, -1.580, 4.643], [0.802, -1.901, 2.914], [-0.731, -1.647, 3.764], [-0.181, 0.714, 4.187], [2.498, 0.158, 2.801], [2.285, 0.385, 4.531], [1.970, 1.731, 3.444], [-2.730, 0.228, 2.838], [-3.155, 0.900, -0.131], [-3.612, 1.903, 1.246], [-4.441, 0.383, 0.952], [-2.278, -1.502, 0.344], [-3.487, -1.793, 1.592], [-1.776, -1.969, 1.976], [-0.153, 3.064, 2.911], [0.877, 3.278, 0.026], [1.873, 2.875, 1.432], [1.142, 4.471, 1.290], [-1.785, 3.495, 0.348], [-1.275, 4.797, 1.416], [-2.366, 3.559, 2.017]], "lowdin_spin": [0.015, 0.002, 0.000, 0.000, 0.000, 0.000, 0.000, 0.000, 0.000, 0.000, 0.000, 0.000, 0.000, 0.395, 0.586, 0.000, 0.000, 0.000, 0.000, 0.001, 0.000, 0.000, 0.000, 0.000, 0.000, 0.000, 0.000, 0.000, 0.000, 0.000, 0.000, 0.000, 0.000, 0.000, 0.000, 0.000, 0.000, 0.000, 0.000, 0.000, 0.000, 0.000, 0.000, 0.000, 0.000, 0.000, 0.000, 0.000, 0.000, 0.000, 0.000, 0.000, 0.000, 0.000, 0.000, 0.000, 0.000], "largest_force_ha_per_bohr": 0.0077, "homo_energy_ev": [-14.285, -14.289], "charge": 2, "gap_ev": [7.5, 7.9], "e_above_lowest_kcal_mol": 0.0, "multiplicity": 2, "energy_ha": -1990.9426, "lumo_energy_ev": [-6.8, -6.4]}

{"formula": "C16H32Cl16", "method": "ωB97M-V/def2-TZVPD", "elements": ["Cl", "C", "C", "Cl", "H", "H", "H", "H", "Cl", "C", "C", "Cl", "H", "H", "H", "H", "Cl", "C", "C", "Cl", "H", "H", "H", "H", "Cl", "C", "C", "Cl", "H", "H", "H", "H", "Cl", "C", "C", "Cl", "H", "H", "H", "H", "Cl", "C", "C", "Cl", "H", "H", "H", "H", "Cl", "C", "C", "Cl", "H", "H", "H", "H", "Cl", "C", "C", "Cl", "H", "H", "H", "H"], "coordinates": [[-2.404, 6.529, 1.399], [-3.550, 5.773, 0.247], [-2.939, 4.611, -0.462], [-2.888, 3.176, 0.560], [-3.855, 6.536, -0.465], [-4.415, 5.458, 0.824], [-1.924, 4.856, -0.772], [-3.506, 4.381, -1.365], [3.714, -1.078, -1.906], [5.489, -1.021, -2.019], [6.059, -2.242, -2.675], [5.421, -2.496, -4.310], [5.878, -0.933, -1.005], [5.762, -0.113, -2.552], [5.819, -3.125, -2.089], [7.136, -2.123, -2.761], [-4.610, 2.178, -2.975], [-2.958, 2.305, -3.662], [-2.460, 1.018, -4.230], [-3.175, 0.687, -5.826], [-2.306, 2.635, -2.858], [-2.990, 3.059, -4.444], [-2.671, 0.149, -3.616], [-1.378, 1.083, -4.341], [0.112, 1.397, -1.940], [-0.030, 1.118, -0.178], [0.739, -0.109, 0.220], [-0.075, -1.584, -0.417], [-1.075, 0.978, 0.087], [0.357, 2.011, 0.304], [0.769, -0.229, 1.300], [1.754, -0.121, -0.167], [0.782, 3.952, 5.897], [2.285, 3.521, 5.050], [2.190, 2.203, 4.309], [0.858, 2.184, 3.128], [3.069, 3.452, 5.804], [2.546, 4.337, 4.378], [2.028, 1.378, 4.999], [3.113, 2.025, 3.762], [-2.248, -5.083, 2.932], [-0.673, -4.564, 2.285], [-0.832, -3.679, 1.085], [-1.318, -4.601, -0.364], [-0.120, -5.471, 2.060], [-0.171, -4.030, 3.091], [0.101, -3.172, 0.856], [-1.611, -2.937, 1.253], [1.184, -1.952, -5.681], [0.912, -2.248, -3.950], [-0.194, -3.218, -3.712], [-1.788, -2.588, -4.217], [0.690, -1.290, -3.488], [1.830, -2.657, -3.531], [-0.271, -3.423, -2.645], [-0.045, -4.158, -4.236], [-1.003, -2.905, 5.757], [-0.864, -1.654, 4.514], [-2.179, -1.535, 3.789], [-1.949, -0.346, 2.464], [-0.092, -1.955, 3.811], [-0.598, -0.711, 4.981], [-2.984, -1.168, 4.413], [-2.448, -2.467, 3.303]], "mulliken_charge": [-0.191, -0.528, -0.291, -0.097, 0.332, 0.326, 0.313, 0.142, -0.108, -0.528, -0.467, -0.157, 0.304, 0.313, 0.297, 0.334, -0.210, -0.033, -0.329, -0.201, -0.026, 0.387, 0.284, 0.131, -0.243, -0.344, -0.054, -0.216, 0.042, 0.370, 0.080, 0.265, -0.177, -0.443, -0.535, -0.094, 0.336, 0.304, 0.316, 0.299, -0.191, -0.433, -0.265, -0.211, 0.448, 0.179, 0.353, 0.183, -0.216, 0.180, 0.004, -0.184, -0.165, 0.199, -0.224, 0.441, -0.168, -0.282, -0.370, -0.083, 0.139, 0.335, 0.404, 0.027], "largest_force_ha_per_bohr": 0.0438, "homo_energy_ev": -10.301, "gap_ev": 10.3, "e_above_lowest_kcal_mol": 15.4, "multiplicity": 1, "energy_ha": -7991.9345, "lumo_energy_ev": 0.0, "smiles": "ClCCCl.ClCCCl.ClCCCl.ClCCCl.ClCCCl.ClCCCl.ClCCCl.ClCCCl"}

{"formula": "C16H32ClInNO13P2", "method": "ωB97M-V/def2-TZVPD", "elements": ["C", "C", "C", "O", "C", "In", "O", "C", "C", "C", "O", "P", "N", "P", "O", "Cl", "H", "H", "H", "H", "H", "H", "H", "H", "H", "H", "H", "H", "H", "H", "H", "H", "H", "H", "H", "H", "C", "C", "O", "C", "O", "O", "H", "H", "H", "H", "C", "C", "O", "C", "O", "O", "H", "H", "H", "H", "C", "C", "O", "C", "O", "O", "H", "H", "H", "H"], "coordinates": [[1.604, -3.353, 3.352], [1.781, -3.900, 1.947], [0.877, -3.240, 0.886], [0.157, -2.105, 1.318], [-1.162, -2.313, 1.837], [-2.313, -0.583, 1.206], [-3.412, -1.107, -0.470], [-4.705, -1.582, -0.306], [-4.771, -2.854, 0.520], [-6.186, -3.351, 0.742], [-4.010, -3.890, -0.122], [-0.533, 1.165, 0.547], [-0.594, 2.644, 1.163], [-4.087, 0.074, 2.966], [-3.123, -0.167, 4.300], [-4.153, 2.161, 2.900], [2.360, -3.772, 4.020], [0.626, -3.595, 3.772], [1.697, -2.268, 3.377], [2.818, -3.759, 1.635], [1.601, -4.978, 1.962], [1.487, -2.875, 0.060], [0.163, -3.964, 0.471], [-1.137, -2.451, 2.923], [-1.595, -3.219, 1.393], [-5.111, -1.847, -1.299], [-5.405, -0.855, 0.137], [-4.281, -2.664, 1.487], [-6.323, -3.813, 1.720], [-6.445, -4.098, -0.008], [-6.901, -2.528, 0.670], [-3.413, -3.435, -0.734], [0.691, 0.508, 0.798], [-0.429, 1.134, -0.866], [-0.587, 3.356, 0.440], [-3.671, -0.517, 5.009], [1.932, -0.376, -2.988], [3.267, 0.349, -3.081], [3.715, 0.316, -1.719], [3.101, -0.706, -1.080], [3.342, -1.067, 0.024], [2.143, -1.244, -1.873], [1.690, -0.969, -3.865], [1.103, 0.293, -2.748], [3.976, -0.178, -3.714], [3.189, 1.385, -3.398], [-1.148, 4.131, 4.894], [-1.534, 4.931, 3.671], [-1.730, 6.256, 4.237], [-1.025, 6.344, 5.372], [-0.838, 7.354, 5.987], [-0.548, 5.136, 5.738], [-0.428, 3.347, 4.685], [-2.014, 3.718, 5.414], [-0.732, 4.961, 2.944], [-2.437, 4.586, 3.184], [5.947, 2.676, -6.821], [5.123, 2.305, -8.047], [4.827, 0.926, -7.802], [4.911, 0.691, -6.474], [4.558, -0.305, -5.931], [5.448, 1.760, -5.842], [5.796, 3.690, -6.466], [7.011, 2.485, -6.965], [4.184, 2.858, -8.097], [5.655, 2.390, -8.990]], "mulliken_charge": [-1.189, -0.326, -0.107, -0.101, -0.914, 0.441, -0.631, -0.851, 1.318, -1.516, -0.615, 0.268, -0.581, 0.184, -0.491, -0.281, 0.406, 0.254, 0.254, 0.314, 0.293, -0.115, 0.353, 0.302, 0.432, 0.373, 0.238, -0.210, 0.336, 0.345, 0.332, 0.324, -0.054, -0.137, 0.151, 0.296, -0.254, -0.126, -0.405, 0.665, -0.496, -0.325, 0.301, 0.142, 0.151, 0.283, -0.166, -0.021, -0.353, 0.645, -0.570, -0.354, 0.215, 0.209, 0.173, 0.186, -0.290, -0.305, -0.338, 0.672, -0.507, -0.308, 0.276, 0.261, 0.258, 0.282], "largest_force_ha_per_bohr": 0.0110, "homo_energy_ev": -4.400, "charge": -1, "gap_ev": 5.9, "e_above_lowest_kcal_mol": 0.0, "multiplicity": 1, "energy_ha": -2994.8304, "lumo_energy_ev": 1.5}